The following is a quantum chemistry calculation of a structure of composition C37H91N6NaO15, from the Open Molecules 2025 dataset.

Output
ΔE to the lowest compared entry with this formula, charge and spin = 23.6 kcal/mol
Charge = 0
HOMO level = -7.873 eV
Frontier orbital gap = 7.65 eV
Calculated total energy = -3083.48327 hartree

Last column: Mulliken charge in e.
CARTESIAN COORDINATES (ANGSTROEM)
Na (2.656, 1.245, 0.695)  0.657
O (-1.247, -0.362, 1.266)  0.185
C (0.068, -0.026, 1.049)  0.431
O (0.763, 0.316, 2.033)  -0.955
O (0.500, -0.117, -0.115)  -0.193
H (-1.464, -0.540, 0.332)  -0.310
C (-1.677, 2.231, -0.636)  -0.098
O (-1.170, 3.473, -1.110)  -0.178
C (-1.972, 4.548, -0.676)  -0.100
C (-1.446, 5.898, -1.177)  -0.804
N (-0.201, 6.388, -0.571)  -0.237
C (-0.014, 7.832, -0.783)  -0.898
C (-0.647, 8.657, 0.380)  -0.508
O (-0.658, 8.008, 1.596)  -0.246
C (-1.426, 8.717, 2.575)  -0.837
H (-2.773, 2.179, -0.670)  0.276
H (-1.392, 2.293, 0.423)  -0.035
H (-1.265, 1.391, -1.187)  -0.030
H (-1.911, 4.597, 0.420)  -0.075
H (-2.974, 4.447, -1.099)  0.314
H (-2.244, 6.643, -1.035)  0.419
H (-1.321, 5.860, -2.263)  0.390
H (-0.316, 6.294, 0.433)  0.185
H (-0.357, 8.177, -1.761)  0.384
H (1.061, 8.006, -0.903)  0.361
H (-1.650, 8.885, -0.022)  0.357
H (-0.229, 9.673, 0.326)  0.444
H (-2.461, 8.476, 2.326)  0.333
H (-1.267, 9.795, 2.534)  0.371
H (-1.169, 8.377, 3.574)  0.209
C (-1.681, 4.518, 3.280)  -0.602
O (-2.326, 3.355, 3.715)  -0.478
C (-1.416, 2.468, 4.379)  0.004
C (-1.952, 1.025, 4.399)  -0.518
N (-0.853, 0.080, 4.411)  0.060
C (-1.327, -1.313, 4.431)  0.009
C (-0.351, -2.295, 5.095)  -0.541
O (-0.674, -3.642, 4.874)  -0.452
C (-0.419, -4.175, 3.582)  -0.443
H (-0.824, 4.314, 2.628)  0.221
H (-1.335, 5.058, 4.180)  0.346
H (-2.382, 5.211, 2.818)  0.249
H (-1.301, 2.874, 5.388)  0.378
H (-0.533, 2.467, 3.735)  -0.072
H (-2.443, 0.971, 3.411)  0.111
H (-2.776, 0.959, 5.109)  0.467
H (-0.235, 0.278, 3.618)  -0.261
H (-1.527, -1.589, 3.390)  -0.284
H (-2.283, -1.281, 4.952)  0.476
H (-0.457, -2.108, 6.167)  0.279
H (0.716, -2.116, 4.916)  0.292
H (-1.351, -4.353, 3.044)  0.199
H (0.030, -5.145, 3.815)  0.324
H (0.269, -3.589, 2.967)  0.108
C (4.752, -2.318, -5.044)  -0.993
O (4.030, -1.858, -3.921)  0.025
C (4.849, -1.041, -3.117)  -1.283
C (4.053, -0.354, -1.990)  0.352
N (3.193, 0.745, -2.392)  -0.131
C (2.111, 0.308, -3.272)  0.200
C (1.169, 1.413, -3.733)  -0.464
O (1.892, 2.257, -4.630)  -0.435
C (1.759, 1.878, -5.987)  -0.720
H (4.951, -1.480, -5.730)  0.354
H (4.129, -2.960, -5.665)  0.260
H (5.706, -2.764, -4.754)  0.330
H (5.318, -0.216, -3.664)  0.405
H (5.636, -1.639, -2.645)  0.516
H (4.857, 0.076, -1.402)  0.007
H (3.491, -1.055, -1.366)  0.182
H (2.896, 1.377, -1.661)  0.191
H (1.528, -0.467, -2.759)  -0.213
H (2.603, -0.147, -4.129)  0.083
H (0.744, 1.990, -2.914)  0.237
H (0.394, 0.831, -4.246)  0.342
H (1.573, 0.811, -6.142)  0.281
H (2.671, 2.096, -6.542)  0.269
H (0.918, 2.453, -6.383)  0.309
C (5.841, -0.156, 0.937)  -0.965
O (4.448, -0.415, 1.061)  0.131
C (4.158, -1.479, 1.956)  -0.668
C (4.329, -1.018, 3.399)  -0.766
N (3.601, 0.253, 3.585)  0.107
C (3.407, 0.571, 4.981)  -1.047
C (2.531, 1.793, 5.157)  0.269
O (3.267, 2.936, 4.702)  -0.377
C (2.886, 4.136, 5.298)  -0.790
H (6.271, -0.941, 0.308)  0.361
H (6.378, -0.011, 1.871)  0.256
H (5.975, 0.727, 0.309)  0.301
H (4.820, -2.341, 1.818)  0.422
H (3.153, -1.815, 1.703)  0.249
H (5.372, -0.763, 3.600)  0.265
H (3.997, -1.760, 4.134)  0.475
H (2.673, 0.151, 3.171)  0.039
H (4.380, 0.828, 5.421)  0.321
H (3.041, -0.277, 5.582)  0.484
H (2.272, 1.935, 6.210)  0.524
H (1.615, 1.690, 4.581)  -0.225
H (3.484, 4.422, 6.180)  0.290
H (1.876, 4.227, 5.716)  0.297
H (3.023, 4.910, 4.537)  0.263
C (-5.023, 0.561, -5.592)  -0.751
O (-4.522, -0.713, -5.383)  -0.338
C (-4.691, -1.217, -4.054)  -0.311
C (-4.135, -2.648, -4.180)  -1.078
N (-2.768, -2.792, -3.710)  0.234
C (-1.753, -2.342, -4.625)  -0.883
C (-0.368, -2.329, -4.018)  0.412
O (0.005, -3.519, -3.318)  -0.460
C (1.103, -3.383, -2.418)  -0.233
H (-4.908, 0.865, -6.630)  0.262
H (-4.544, 1.314, -4.937)  0.256
H (-6.071, 0.707, -5.278)  0.308
H (-5.748, -1.172, -3.770)  0.616
H (-4.006, -0.673, -3.397)  0.164
H (-4.089, -3.072, -5.184)  0.519
H (-4.836, -3.304, -3.651)  0.303
H (-2.572, -2.993, -2.752)  -0.175
H (-1.962, -1.368, -5.081)  0.349
H (-1.711, -2.988, -5.515)  0.291
H (-0.206, -1.574, -3.235)  -0.569
H (0.436, -2.207, -4.759)  0.475
H (1.124, -4.294, -1.827)  0.320
H (0.978, -2.527, -1.745)  -0.186
H (1.984, -3.286, -3.057)  0.280
C (-3.948, -1.319, -0.637)  -0.359
O (-4.520, -2.604, -0.661)  -0.369
C (-3.924, -3.560, 0.176)  -0.778
C (-2.586, -4.076, -0.338)  -0.217
N (-2.179, -5.297, 0.392)  -0.270
C (-1.005, -5.883, -0.270)  -0.145
C (-0.577, -7.145, 0.516)  -0.707
O (-1.288, -8.219, -0.048)  -0.348
C (-1.215, -9.381, 0.770)  -0.801
H (-4.756, -0.594, -0.733)  0.308
H (-3.117, -1.119, -1.316)  -0.047
H (-3.581, -1.083, 0.373)  0.265
H (-4.554, -4.458, 0.210)  0.414
H (-3.916, -3.199, 1.211)  0.257
H (-1.751, -3.401, -0.108)  0.098
H (-2.666, -4.297, -1.408)  0.515
H (-2.981, -5.910, 0.237)  0.263
H (-0.179, -5.169, -0.244)  0.070
H (-1.211, -5.995, -1.340)  0.453
H (-0.877, -6.955, 1.553)  0.263
H (0.518, -7.199, 0.559)  0.433
H (-1.678, -9.139, 1.732)  0.340
H (-0.205, -9.792, 0.746)  0.287
H (-1.905, -10.125, 0.362)  0.265

The following is a quantum chemistry calculation of a structure of composition C54H44BrCl2N5O5P2SSc, from the Open Molecules 2025 dataset.

Output
ΔE to the lowest compared entry with this formula, charge and spin = 7.7 kcal/mol
Charge = -1
HOMO level = -4.829 eV
Frontier orbital gap = 6.98 eV
Calculated total energy = -8070.58965 hartree

Last column: Mulliken charge in e.
CARTESIAN COORDINATES (ANGSTROEM)
Sc (0.868, -1.470, 1.087)  -0.671
N (-0.858, -1.429, 5.456)  -0.399
C (-0.216, -1.574, 4.241)  0.071
S (-1.191, -1.363, 2.834)  0.048
N (1.043, -1.892, 4.324)  -1.246
N (1.687, -2.096, 3.116)  1.258
C (2.925, -2.411, 3.257)  -0.556
C (3.894, -2.689, 2.216)  0.753
C (5.229, -2.846, 2.608)  -0.749
C (6.229, -3.132, 1.703)  -0.818
C (5.886, -3.286, 0.357)  -0.556
C (4.581, -3.150, -0.059)  -0.465
C (3.547, -2.838, 0.848)  0.417
O (2.322, -2.715, 0.432)  -0.334
H (-1.684, -0.851, 5.429)  0.228
H (-0.244, -1.299, 6.244)  0.220
H (3.294, -2.472, 4.283)  0.255
H (5.470, -2.732, 3.660)  0.373
H (7.255, -3.241, 2.028)  0.391
H (6.656, -3.517, -0.370)  0.385
H (4.307, -3.269, -1.100)  0.421
C (2.579, 0.498, -2.216)  -1.791
N (1.304, 1.179, -1.916)  0.796
P (1.221, 2.657, -0.986)  0.082
C (2.760, 3.535, -1.474)  0.785
C (3.307, 3.589, -2.757)  0.244
C (4.437, 4.348, -3.010)  -0.735
C (5.033, 5.079, -1.987)  -0.575
C (4.494, 5.046, -0.712)  -0.583
C (3.363, 4.276, -0.460)  -0.743
C (0.046, 3.595, -2.052)  1.037
C (-0.051, 3.427, -3.431)  -0.325
C (-0.977, 4.148, -4.165)  -0.703
C (-1.826, 5.047, -3.526)  -0.599
C (-1.739, 5.218, -2.154)  -0.604
C (-0.809, 4.490, -1.421)  -0.844
P (0.139, -0.030, -1.393)  1.151
C (-0.031, -0.918, -2.974)  0.682
C (-0.141, -0.255, -4.195)  -0.374
C (-0.209, -0.972, -5.380)  -0.862
C (-0.139, -2.360, -5.354)  -0.665
C (0.019, -3.023, -4.148)  -0.830
C (0.081, -2.305, -2.961)  -0.587
C (-1.384, 0.953, -1.145)  1.763
C (-1.650, 1.337, 0.169)  -0.185
C (-2.770, 2.102, 0.466)  -0.844
C (-3.639, 2.480, -0.543)  -0.655
C (-3.397, 2.079, -1.852)  -1.173
C (-2.280, 1.315, -2.149)  -0.922
H (3.425, 1.152, -2.030)  0.421
H (2.590, 0.187, -3.266)  0.166
H (2.720, -0.386, -1.591)  0.567
H (2.851, 3.028, -3.564)  0.229
H (4.854, 4.375, -4.009)  0.423
H (5.915, 5.674, -2.189)  0.386
H (4.951, 5.609, 0.092)  0.462
H (2.945, 4.245, 0.537)  0.332
H (0.593, 2.706, -3.925)  0.049
H (-1.048, 4.007, -5.237)  0.404
H (-2.558, 5.603, -4.098)  0.375
H (-2.408, 5.901, -1.646)  0.441
H (-0.762, 4.598, -0.344)  0.293
H (-0.155, 0.830, -4.215)  -0.012
H (-0.308, -0.450, -6.323)  0.442
H (-0.188, -2.921, -6.279)  0.369
H (0.106, -4.102, -4.128)  0.456
H (0.243, -2.815, -2.021)  0.403
H (-0.982, 1.040, 0.972)  0.134
H (-2.965, 2.379, 1.494)  0.436
H (-4.518, 3.070, -0.312)  0.373
H (-4.083, 2.357, -2.641)  0.479
H (-2.117, 0.990, -3.170)  0.422
Br (5.821, 4.868, 4.332)  -0.219
C (4.703, 3.540, 3.555)  0.101
C (3.352, 3.534, 3.864)  -0.664
C (2.539, 2.574, 3.282)  -0.237
C (3.076, 1.653, 2.394)  -0.210
C (4.436, 1.665, 2.109)  -0.054
C (5.263, 2.611, 2.694)  -0.816
C (2.192, 0.669, 1.701)  2.515
O (2.667, -0.060, 0.793)  -0.511
O (0.987, 0.558, 2.045)  -0.914
H (2.947, 4.268, 4.546)  0.454
H (1.477, 2.535, 3.489)  0.492
H (4.828, 0.933, 1.416)  0.528
H (6.321, 2.638, 2.474)  0.447
Cl (-3.839, -3.856, 4.451)  -0.216
C (-4.595, -2.436, 3.806)  0.744
C (-5.159, -1.526, 4.683)  -0.469
C (-5.770, -0.388, 4.182)  -0.560
C (-5.796, -0.164, 2.816)  -0.777
C (-5.202, -1.068, 1.953)  1.207
Cl (-5.166, -0.704, 0.266)  -0.093
C (-4.594, -2.237, 2.421)  -1.575
N (-3.945, -3.133, 1.580)  0.040
C (-4.503, -3.709, 0.448)  0.443
C (-5.885, -3.727, 0.270)  -0.229
C (-6.444, -4.281, -0.870)  -0.710
C (-5.633, -4.844, -1.842)  -0.827
C (-4.257, -4.843, -1.650)  -0.802
C (-3.671, -4.288, -0.523)  0.699
C (-2.181, -4.320, -0.332)  -1.237
C (-1.506, -2.953, -0.195)  0.455
O (-1.996, -1.955, -0.710)  -0.411
O (-0.388, -2.994, 0.435)  -0.711
H (-5.119, -1.723, 5.745)  0.446
H (-6.219, 0.327, 4.858)  0.384
H (-6.248, 0.727, 2.403)  0.433
H (-3.012, -3.390, 1.873)  0.506
H (-6.520, -3.290, 1.031)  0.428
H (-7.520, -4.271, -0.992)  0.391
H (-6.060, -5.275, -2.738)  0.373
H (-3.610, -5.276, -2.404)  0.351
H (-1.708, -4.815, -1.184)  0.469
H (-1.909, -4.911, 0.548)  0.320

The following is a quantum chemistry calculation of a structure of composition C4H9LaO4, from the Open Molecules 2025 dataset.

Output
Charge = +1
HOMO level (spin up / spin down) = -12.157 / -12.151 eV
Frontier orbital gap (spin up / spin down) = 7.46 / 5.35 eV
Spin multiplicity = 2
Calculated total energy = -490.03533 hartree

Last column: Mulliken charge in e.
CARTESIAN COORDINATES (ANGSTROEM)
C (2.223, -0.649, 1.903)  -0.642
O (1.696, -1.674, 1.073)  -0.254
H (3.227, -0.963, 2.204)  0.246
H (2.258, 0.303, 1.357)  0.334
H (1.592, -0.536, 2.798)  0.304
O (-2.596, 2.150, -2.740)  -0.745
O (-1.805, -1.121, 0.438)  -0.624
C (-0.812, -1.371, 1.241)  -0.268
C (0.651, -1.360, 0.279)  -0.226
O (-0.618, 1.811, -1.638)  -0.682
C (-1.219, 2.416, -2.751)  0.044
La (-2.579, 0.897, -0.829)  1.808
H (-0.789, -2.384, 1.673)  0.350
H (-0.552, -0.571, 1.960)  0.254
H (0.471, -2.165, -0.441)  0.341
H (0.655, -0.326, -0.106)  0.342
H (-1.042, 3.518, -2.731)  0.217
H (-0.761, 2.025, -3.691)  0.201

The following is a quantum chemistry calculation of a structure of composition C6H11ClS, from the Open Molecules 2025 dataset.

Output
ΔE to the lowest compared entry with this formula, charge and spin = 130.8 kcal/mol
Charge = 0
HOMO level = -8.689 eV
Frontier orbital gap = 8.38 eV
Calculated total energy = -1093.36722 hartree

Last column: Mulliken charge in e.
CARTESIAN COORDINATES (ANGSTROEM)
C (-1.546, -1.975, -0.259)  -0.811
C (-1.488, -0.576, 0.533)  0.069
C (-0.178, 0.311, 0.936)  -0.964
C (0.473, 0.628, -0.481)  -0.007
C (1.345, 1.899, -0.070)  -1.117
C (1.470, -0.186, -0.976)  -0.363
H (-2.314, -2.798, 0.317)  0.273
H (-1.808, -1.980, -1.636)  0.247
H (-0.525, -2.349, 0.098)  0.215
H (-1.664, -0.749, 1.670)  0.368
H (-0.381, 1.244, 1.426)  0.377
H (0.342, -0.631, 1.382)  0.300
H (-0.326, 0.859, -1.053)  0.585
H (0.914, 2.870, 0.805)  0.250
H (1.769, 2.444, -0.925)  0.374
H (2.308, 1.577, 0.693)  0.302
H (1.771, -0.125, -2.004)  0.349
S (2.472, -0.960, -0.033)  -0.203
Cl (-2.632, 0.496, -0.423)  -0.245

Q: What is the charge in the fourth record?
A: 0